# 1
DFT (the ωB97M-V functional and the def2-TZVPD basis) results for a molecular structure, C42H75FeMnN2O12 at a distorted geometry.

The geometry in ORCA input format:
```
! RIJCOSX wB97M-V def2-TZVPD def2/J DEFGRID3
* xyz 1 10
Mn -0.03682 4.95102 3.66953
Fe -2.93767 -1.03332 -0.35165
C 0.05832 0.88890 1.97370
C -0.97014 0.39514 0.96318
C -1.59241 1.47243 0.01271
O -2.33478 1.00272 -0.88895
C -1.44099 2.85445 0.33585
C -0.65299 3.30845 1.29352
C 0.12309 2.26199 2.19087
O 0.77459 2.67377 3.21639
O -0.45750 4.57532 1.37503
O -1.35416 -0.76446 0.80061
H 0.66771 0.09190 2.37349
H -1.80705 3.48956 -0.45726
C -2.79732 -2.76413 -4.46361
C -2.11880 -3.63325 -3.38614
C -1.33133 -4.70136 -4.20180
C -0.34078 -5.56080 -3.43022
C 0.62577 -4.57716 -2.75353
C 0.02738 -3.54733 -1.76417
N -1.05221 -2.91003 -2.54167
O -1.50891 -1.70159 -1.92083
C 1.21891 -2.67652 -1.29522
C -0.48360 -4.27118 -0.46512
C -3.16562 -4.24298 -2.51786
H -2.70830 -1.67805 -4.48857
H -3.82780 -3.11430 -4.52356
H -2.40299 -2.97394 -5.45789
H -0.86316 -4.23586 -5.06910
H -2.01813 -5.46218 -4.57269
H 0.18791 -6.28093 -4.05473
H -0.75366 -6.14831 -2.61019
H 1.11171 -4.06071 -3.58133
H 1.35402 -5.23268 -2.27600
H 0.80487 -1.81445 -0.77225
H 1.83549 -2.33640 -2.12725
H 1.85891 -3.14510 -0.54760
H -1.04222 -5.18470 -0.66888
H -1.12561 -3.47892 -0.08009
H 0.28456 -4.49203 0.27599
H -3.73870 -3.56223 -1.88836
H -2.74202 -4.94603 -1.80066
H -3.83379 -4.88916 -3.08713
C 4.18852 1.01051 3.25236
C 5.44671 1.45909 2.46616
C 5.97282 0.08233 1.78419
C 7.08099 0.25944 0.79699
C 6.52796 1.22832 -0.28425
C 5.94214 2.60091 0.25650
N 5.02174 2.35815 1.40688
O 4.43935 3.54852 1.78170
C 7.19393 3.46943 0.68730
C 5.14289 3.21792 -0.98260
C 6.46949 1.93149 3.50352
H 3.78923 1.71006 3.98672
H 4.40839 0.13503 3.86334
H 3.38038 0.73086 2.57649
H 6.35623 -0.60348 2.53968
H 5.20658 -0.40957 1.18500
H 7.30912 -0.75891 0.48231
H 7.90648 0.66754 1.38019
H 5.82809 0.65337 -0.89064
H 7.41281 1.52812 -0.84574
H 8.05084 2.94514 1.11029
H 7.76791 3.89416 -0.13625
H 6.74190 4.19531 1.36323
H 4.61019 2.47430 -1.57535
H 4.55703 4.09577 -0.71013
H 5.87348 3.58911 -1.70132
H 6.12223 2.60167 4.28988
H 7.36441 2.40889 3.10436
H 6.89599 1.14647 4.12799
H 3.49324 3.38585 1.78442
C 2.94625 0.46621 -0.75773
C 1.86348 1.18808 -1.58413
O 1.06974 0.54640 -2.33250
C 1.60430 2.68116 -1.54504
H 2.46334 -0.36155 -0.23841
H 3.38245 1.11515 0.00167
H 3.78886 0.10797 -1.34914
H 0.53997 2.77149 -1.32789
H 1.94865 3.15237 -2.46563
H 2.13613 3.18938 -0.74070
C -3.53257 2.27506 4.68321
C -2.94585 3.46066 4.07635
O -1.76559 3.81075 4.31162
C -3.73278 4.05051 2.89216
H -3.05508 1.90543 5.59066
H -3.60395 1.44827 3.97651
H -4.56150 2.57512 4.88159
H -3.88923 5.10998 3.09505
H -4.73677 3.65345 2.74227
H -3.10088 3.89447 2.01785
C -1.76465 3.51380 -3.81212
C -2.15468 2.04743 -4.25529
O -1.37244 1.09041 -4.22634
C -3.57509 1.85014 -4.76020
H -2.42541 4.32608 -4.11493
H -0.69635 3.67096 -3.96084
H -1.83299 3.45618 -2.72578
H -3.75247 0.95067 -5.34976
H -4.14255 2.70246 -5.13390
H -4.11401 1.57901 -3.85238
C -5.48254 -3.31314 1.80829
C -4.24193 -3.65795 1.03086
O -3.47565 -2.85223 0.58431
C -3.84708 -5.13968 0.92584
H -5.26576 -3.76831 2.77468
H -6.44579 -3.62203 1.40227
H -5.56296 -2.28924 2.17333
H -4.53753 -5.67887 0.27726
H -3.93862 -5.66159 1.87838
H -2.97800 -5.38167 0.31410
C -7.25622 4.08357 -1.95808
C -5.80376 4.18957 -1.82813
O -5.29298 4.86389 -2.64132
C -5.00617 3.51045 -0.74553
H -7.69663 4.69176 -2.74818
H -7.89918 4.30403 -1.10596
H -7.55498 3.07941 -2.25889
H -4.19664 4.09701 -0.31111
H -4.65313 2.49794 -0.94125
H -5.70264 3.48811 0.09263
C 1.35787 -4.23439 4.81516
C 0.76628 -4.28833 3.47034
O 0.20898 -5.34097 3.13354
C 0.82948 -3.06885 2.58572
H 0.72302 -3.40800 5.13478
H 2.42595 -4.11335 4.99583
H 1.13381 -5.15482 5.35433
H 1.85517 -2.99963 2.22342
H 0.44857 -2.14231 3.01530
H 0.10587 -3.01918 1.77207
*
```

- LUMO level (alpha / beta) (eV) = -5.40 / -5.34
- ⟨S²⟩ = 24.8599
- E_tot (Eh) = -5071.86568
- HOMO (alpha / beta) (eV) = -9.5 / -7.9

---

# 2
DFT (the ωB97M-V functional and the def2-TZVPD basis) results for a molecular structure, C42H77B5F20N14 at a distorted geometry.

The geometry in ORCA input format:
```
! RIJCOSX wB97M-V def2-TZVPD def2/J DEFGRID3
* xyz 2 1
C 2.85647 0.27182 -0.51343
C 3.34041 0.01535 0.98974
N 4.72113 -0.65266 0.93778
C 5.97458 -0.07277 1.11421
C 6.91959 -1.12055 1.01264
N 6.17538 -2.22415 0.55789
C 4.83183 -1.99397 0.71408
C 6.72417 -3.42272 0.00817
H 1.85319 0.69787 -0.51075
H 2.80520 -0.67201 -1.05626
H 3.56260 0.88484 -1.07351
H 2.65484 -0.57077 1.60176
H 3.44016 1.02790 1.38076
H 6.09655 0.98832 1.27429
H 7.99524 -1.17989 1.08922
H 4.02362 -2.69282 0.55658
H 6.19238 -4.26663 0.44761
H 7.78768 -3.59371 0.17497
H 6.59695 -3.24829 -1.06024
C 3.32910 3.27247 6.78572
C 3.27606 3.97160 8.10270
N 4.52834 3.89450 8.85989
C 4.73920 3.50265 10.14996
C 6.03006 3.82613 10.43584
N 6.67832 4.38529 9.31392
C 5.70989 4.51922 8.33756
C 8.07618 4.90187 9.29836
H 4.06794 3.67658 6.09369
H 2.42383 3.48648 6.21758
H 3.35786 2.19287 6.93317
H 2.51046 3.61588 8.79221
H 3.05612 5.03460 8.00387
H 3.99936 3.00966 10.76316
H 6.57538 3.75289 11.36518
H 5.79304 4.91807 7.33736
H 8.68658 4.19527 8.73601
H 8.40154 5.07721 10.32378
H 8.23984 5.83527 8.75977
C 5.49840 2.93404 -0.05891
C 5.39885 2.30821 1.38243
N 4.49394 3.06780 2.30850
C 3.10351 2.90547 2.45867
C 2.72675 3.71312 3.49494
N 3.81324 4.41015 4.03234
C 4.84517 3.95146 3.31868
C 3.77038 5.31030 5.11298
H 4.50651 3.24889 -0.38314
H 5.96003 2.23175 -0.75301
H 6.24734 3.72583 -0.07498
H 6.39157 2.46551 1.80418
H 5.17842 1.24236 1.44131
H 2.48720 2.39366 1.73437
H 1.72193 3.85041 3.86627
H 5.83946 4.34797 3.46212
H 3.32060 4.81076 5.97103
H 3.21097 6.20754 4.84819
H 4.80158 5.53150 5.38829
C 3.65070 7.52908 4.28463
C 5.09542 8.20225 4.23560
N 5.23845 9.14773 5.33690
C 5.14280 8.88804 6.70415
C 5.31633 10.08249 7.38124
N 5.25006 11.13955 6.50620
C 5.21233 10.53655 5.21979
C 5.16343 12.56285 6.88456
H 3.52528 6.87819 3.41934
H 2.85511 8.27415 4.28060
H 3.41178 7.10999 5.26206
H 5.33031 8.57845 3.23991
H 5.82364 7.40863 4.40280
H 5.15756 7.87531 7.07906
H 5.37054 10.25203 8.44647
H 5.11360 11.03098 4.26470
H 5.56977 13.18583 6.08776
H 5.74057 12.68579 7.80102
H 4.10845 12.83204 6.93604
C 4.96809 1.81211 -2.14877
C 3.56756 1.99975 -2.53592
N 3.25287 3.40799 -2.67761
C 2.82272 4.29490 -1.70998
C 2.60322 5.48982 -2.30038
N 2.92030 5.42504 -3.65865
C 3.21018 4.11979 -3.85368
C 2.71765 6.46512 -4.68521
H 5.57309 2.26315 -2.93530
H 5.29147 0.79241 -1.93965
H 5.13055 2.44256 -1.27455
H 2.91409 1.55468 -1.78560
H 3.34295 1.53832 -3.49755
H 2.64497 3.91746 -0.71382
H 2.32168 6.41320 -1.81612
H 3.41203 3.72480 -4.83839
H 3.71017 6.63326 -5.10325
H 2.30092 7.37343 -4.24999
H 1.99772 6.15548 -5.44278
C 10.10374 7.09283 -0.94669
C 8.66438 6.48160 -0.95455
N 8.47852 5.31018 -0.13298
C 8.50821 3.99704 -0.56107
C 8.40071 3.19773 0.60155
N 8.30589 4.09520 1.73220
C 8.40376 5.36149 1.19536
C 7.97002 3.74551 3.06585
H 10.93631 6.42470 -1.16704
H 10.24320 7.64459 -0.01706
H 10.10013 7.88327 -1.69722
H 8.35108 6.25111 -1.97279
H 7.97274 7.23348 -0.57454
H 8.63002 3.74388 -1.60389
H 8.26137 2.14826 0.81508
H 8.28505 6.26641 1.77280
H 7.03423 3.18858 3.11333
H 7.82012 4.69510 3.57957
H 8.81527 3.23668 3.52924
C -0.82056 3.79579 11.22976
C -0.01064 4.80330 10.37016
N 0.15133 4.33403 9.02617
C 0.23297 3.02916 8.43709
C 0.69613 3.18336 7.08616
N 0.97798 4.56770 6.87198
C 0.58779 5.16625 8.07127
C 1.41418 5.18671 5.66379
H -1.81276 4.22209 11.08176
H -0.55499 3.86984 12.28431
H -0.82318 2.72282 11.03786
H 1.00287 4.82130 10.77089
H -0.55077 5.74599 10.28241
H -0.09614 2.14470 8.96227
H 0.97647 2.49089 6.30623
H 0.71338 6.23111 8.20045
H 1.27982 6.26833 5.67619
H 0.89188 4.78884 4.79373
H 2.49171 5.11478 5.51595
B 5.68978 6.68051 2.23911
F 4.72719 6.02435 1.51979
F 5.92007 6.06375 3.48367
F 6.93196 6.63686 1.59835
F 5.31331 8.02596 2.35827
B 1.77089 2.29185 -0.24430
F 1.13540 3.49877 -0.25983
F 1.47643 1.54481 -1.31497
F 3.10318 2.46408 -0.07120
F 1.34870 1.54150 0.81380
B 1.27289 6.39376 3.58122
F 1.98420 7.30089 2.93542
F 0.65160 6.96082 4.61185
F 0.25668 5.98995 2.75679
F 1.90638 5.22347 3.97514
B 7.64254 1.15971 1.94693
F 6.63933 1.16348 2.96617
F 8.66692 1.92437 2.42711
F 8.17504 -0.06071 1.71253
F 7.05332 1.66776 0.86074
B 2.04657 2.23583 4.88253
F 1.72333 1.40578 5.95065
F 2.03032 1.50848 3.68870
F 1.06516 3.21250 4.86333
F 3.30165 2.78114 5.08633
*
```

- energy above the lowest of the compared OMol25 structures with the same formula, charge and spin (kcal/mol) = 1463.5
- LUMO level (eV) = -4.47
- E_tot (Eh) = -4532.88868
- HOMO (eV) = -10.4

---

# 3
DFT (the ωB97M-V functional and the def2-TZVPD basis) results for 10 unconnected molecules or ions with the total composition C42H77F6N10O23P3 at a distorted geometry.

The geometry in ORCA input format:
```
! RIJCOSX wB97M-V def2-TZVPD def2/J DEFGRID3
* xyz 0 1
C -0.01533 -1.71194 5.08376
N -0.22482 -2.08651 3.63356
C 0.98697 -2.01647 2.82053
P -1.37841 -3.05225 2.96096
O -1.65352 -2.77371 1.49765
N -0.83370 -4.62813 2.91251
C -0.91984 -5.44629 1.64684
C -0.40553 -5.38765 4.09524
N -2.59352 -2.99371 4.10761
C -3.24665 -1.65941 4.28461
C -3.63796 -4.06982 4.03376
H 0.60553 -2.47672 5.57918
H -0.95889 -1.57988 5.60002
H 0.47380 -0.72063 4.98328
H 1.73033 -2.78554 3.10133
H 1.46174 -1.05378 2.76985
H 0.59979 -2.25534 1.82131
H -0.85817 -4.72004 0.81736
H -0.03289 -6.12697 1.71493
H -1.84743 -6.00480 1.60324
H -0.42934 -4.69389 4.95792
H -1.08387 -6.19756 4.31662
H 0.61717 -5.78193 3.93950
H -3.65092 -1.64546 5.31492
H -2.56436 -0.78064 4.24312
H -4.12084 -1.45373 3.65992
H -4.48342 -3.52224 4.43974
H -3.44712 -4.89597 4.69716
H -3.84142 -4.41690 3.02451
C 5.17170 1.61109 4.87817
N 5.22928 0.63321 3.79515
C 5.37833 -0.80403 4.27673
P 4.26328 0.86869 2.46570
O 2.80353 1.09561 2.64510
N 4.97134 2.23415 1.77758
C 6.36924 2.37547 1.32981
C 4.18141 3.38961 1.48960
N 4.55552 -0.49769 1.51229
C 3.52663 -1.13601 0.64153
C 5.85853 -0.85513 1.04708
H 4.16109 1.50069 5.33986
H 5.18677 2.69291 4.58499
H 5.94292 1.42907 5.60634
H 5.48481 -1.41222 3.40148
H 4.42162 -1.10193 4.70408
H 6.24010 -0.95626 4.91843
H 6.80674 3.34442 1.66763
H 6.98087 1.58261 1.79678
H 6.51366 2.35862 0.23001
H 3.17536 3.14541 1.75535
H 4.53937 4.26836 2.03733
H 4.21351 3.61182 0.42127
H 3.58070 -0.75428 -0.37158
H 3.61236 -2.23186 0.57984
H 2.52926 -0.90429 0.96783
H 6.03361 -1.94576 1.07845
H 6.58815 -0.40826 1.68640
H 6.15419 -0.55934 0.04914
C -2.83773 4.41739 0.99832
N -2.01880 5.45310 1.57117
C -2.23827 5.84986 2.97828
P -0.84663 6.17628 0.72182
O 0.13779 6.82323 1.62497
N 0.00772 5.06964 -0.23910
C 1.43939 4.88520 -0.02810
C -0.63380 4.33540 -1.31438
N -1.69040 7.16629 -0.29920
C -2.83373 7.85175 0.27923
C -0.98578 7.91197 -1.31729
H -3.87398 4.73380 0.79329
H -2.82302 3.60032 1.70623
H -2.35958 4.04832 0.09997
H -2.15794 4.97798 3.64371
H -3.26418 6.22879 3.06793
H -1.56617 6.67028 3.33653
H 1.71733 3.83046 -0.12991
H 2.05456 5.41610 -0.76817
H 1.64325 5.23872 0.98644
H -0.03147 4.52368 -2.20766
H -0.59512 3.24126 -1.16859
H -1.64973 4.64609 -1.51393
H -3.32991 7.27176 1.05097
H -2.49676 8.80911 0.71936
H -3.61404 8.05059 -0.42172
H -1.73342 8.50323 -1.87712
H -0.47845 7.19654 -1.94146
H -0.24589 8.58902 -0.86837
O -1.32415 -4.66085 -2.99096
N -2.13493 -5.37757 -3.56661
O -1.99970 -6.53197 -3.80104
C -3.36807 -4.68142 -4.04740
C -4.29608 -5.47582 -4.65771
C -5.49741 -4.87296 -5.01220
C -5.71959 -3.52318 -4.75389
C -4.68106 -2.76977 -4.18171
C -3.47950 -3.32335 -3.84323
H -4.00922 -6.51424 -4.79568
H -6.32193 -5.44131 -5.39924
H -6.67388 -3.05685 -4.93683
H -4.82853 -1.70410 -3.99252
H -2.75410 -2.78775 -3.24843
O -2.76629 -0.01589 1.77721
C -1.80282 0.63875 1.88488
O -0.96193 1.19441 1.03600
C 0.05541 1.88020 1.66492
C -0.22088 1.65695 3.17752
F -0.59319 2.78386 3.83694
O -1.42633 0.98540 3.12700
H 1.00923 1.45433 1.35151
H 0.06863 2.90070 1.34641
H 0.59661 1.09113 3.64183
O 2.05039 -2.19167 -3.08950
C 2.34751 -3.17256 -2.53266
O 3.61500 -3.61461 -2.30654
C 3.53298 -4.83475 -1.57567
C 2.17592 -4.80354 -0.96335
F 2.22026 -4.20057 0.29041
O 1.45292 -3.96373 -1.80518
H 3.69681 -5.66711 -2.27350
H 4.23138 -4.87965 -0.75170
H 1.67248 -5.72831 -0.78116
O 2.30233 6.93414 -4.38921
C 2.25451 5.77911 -4.25983
O 2.61939 5.02073 -3.21995
C 2.62330 3.65354 -3.51453
C 1.80771 3.56080 -4.78942
F 0.51259 3.25057 -4.47405
O 1.85460 4.93637 -5.28157
H 3.67145 3.42086 -3.54506
H 2.22472 3.15210 -2.63749
H 2.16401 2.82334 -5.48782
O -6.57423 -4.10904 -1.33040
C -5.89784 -3.30284 -0.74974
O -6.03913 -1.96579 -0.90657
C -5.02354 -1.25595 -0.20181
C -4.65878 -2.33380 0.83084
F -5.46892 -2.14162 2.02030
O -4.97177 -3.52339 0.25241
H -4.17450 -0.97725 -0.84519
H -5.39352 -0.37283 0.37138
H -3.64220 -2.17738 1.13712
O -1.64106 -4.28547 -6.99682
C -0.95676 -3.39473 -6.97618
O -0.48272 -2.72410 -8.13699
C 0.19792 -1.57225 -7.79586
C 0.01857 -1.47654 -6.20950
F -0.94505 -0.56124 -5.93928
O -0.43063 -2.74042 -5.91661
H 1.23799 -1.67724 -8.11398
H -0.22358 -0.67933 -8.25252
H 0.93019 -1.18524 -5.70902
O 1.82239 0.85190 -1.66106
C 0.88748 0.07250 -1.64745
O 0.53272 -0.61816 -0.56398
C -0.60849 -1.42129 -0.88094
C -0.99496 -0.99684 -2.32810
F -2.15044 -0.23842 -2.35999
O 0.03629 -0.08069 -2.68064
H -0.22327 -2.46047 -0.90700
H -1.40092 -1.32775 -0.15753
H -1.07828 -1.80105 -3.03030
*
```

- LUMO level (eV) = -0.19
- E_tot (Eh) = -5548.04953
- HOMO (eV) = -8.4